Density functional theory data (the ωB97M-V functional and the def2-TZVPD basis) for a molecular structure, C22H22BIN10OTi.

XYZ file:
```
58
Properties=species:S:1:pos:R:3:nbo_charge:R:1
Ti -0.65 0.18 -0.68 1.60
C -0.80 3.91 1.30 -0.31
C -0.89 3.15 0.15 0.00
N -0.54 1.87 0.42 -0.38
N -0.21 1.81 1.74 -0.30
C -0.37 3.02 2.28 0.05
B 0.12 0.41 2.38 0.93
N 1.23 -0.27 1.50 -0.33
C 2.46 -0.68 1.82 0.05
C 3.07 -1.22 0.69 -0.31
C 2.13 -1.10 -0.32 0.04
N 1.02 -0.52 0.17 -0.41
N -1.19 -0.42 2.24 -0.32
C -1.99 -1.03 3.12 0.06
C -3.12 -1.49 2.46 -0.33
C -2.95 -1.12 1.14 0.02
N -1.79 -0.46 0.99 -0.43
N 0.64 0.63 3.77 -0.42
C 1.70 1.44 4.10 -0.06
C 1.93 1.29 5.43 -0.33
C 0.96 0.35 5.85 -0.02
N 0.19 -0.05 4.86 -0.28
H -1.02 4.96 1.41 0.26
H -1.21 3.43 -0.84 0.24
H -0.17 3.18 3.33 0.26
H 2.83 -0.59 2.83 0.25
H 4.06 -1.64 0.61 0.26
H 2.19 -1.39 -1.35 0.25
H -1.69 -1.09 4.16 0.28
H -3.96 -2.03 2.88 0.26
H -3.59 -1.30 0.29 0.24
H 2.20 2.05 3.35 0.23
H 2.69 1.79 6.02 0.25
H 0.80 -0.05 6.85 0.22
N 0.82 2.99 -2.75 -0.79
C 0.69 1.67 -3.05 0.52
O 0.16 0.93 -2.06 -0.66
C 1.07 1.10 -4.24 -0.51
I 3.53 0.59 -3.82 -0.20
H 0.87 3.24 -1.78 0.40
H 1.39 3.53 -3.38 0.41
H 1.27 1.74 -5.08 0.25
H 0.77 0.09 -4.44 0.25
C -2.45 -0.08 -2.27 -0.56
C -1.69 -1.21 -2.64 -0.02
C -1.43 -1.54 -4.00 -0.22
C -0.66 -2.61 -4.33 -0.12
C -0.05 -3.43 -3.34 -0.21
C -0.26 -3.14 -2.03 -0.05
C -1.07 -2.04 -1.68 -0.38
C 0.75 -4.57 -3.71 0.25
N 1.40 -5.48 -4.01 -0.26
H -2.84 0.08 -1.29 0.20
H -2.84 0.58 -3.03 0.24
H -1.88 -0.93 -4.77 0.23
H -0.49 -2.84 -5.37 0.24
H 0.18 -3.77 -1.27 0.23
H -1.32 -1.93 -0.64 0.24
```

Properties
* F_max: 0.059 Eh/bohr
* E_LUMO (alpha / beta): -4.4 / -4.5 eV
* energy relative to the best compared isomer or geometry (same formula, charge and spin): 48.9 kcal/mol
* charge: +1
* HOMO energy (alpha / beta): -9.80 / -10.88 eV
* M: 628.07 g mol⁻¹
* 2S+1: 2
* gap between HOMO and LUMO (alpha / beta): 5.41 / 6.35 eV

Density functional theory data (the ωB97M-V functional and the def2-TZVPD basis) for 3 unconnected molecules or ions with the total composition C22H22BrF16NO5.

XYZ file:
```
67
Properties=species:S:1:pos:R:3:nbo_charge:R:1
C -5.74 6.29 -6.36 -0.64
C -4.34 5.93 -7.20 -0.42
C -3.45 4.99 -6.20 -0.43
C -2.11 4.32 -6.87 -0.24
N -2.18 2.81 -6.86 -0.64
C -1.57 2.20 -5.62 0.09
C -0.81 0.90 -5.81 -0.25
C -0.18 0.18 -4.43 0.50
O -0.21 -1.15 -4.29 -0.51
C 0.40 1.24 -3.29 -0.25
C -0.33 2.56 -3.12 -0.04
C 0.20 3.66 -2.02 -0.53
C -0.92 4.10 -0.90 0.52
O -1.07 3.33 0.19 -0.56
Br -2.03 5.80 -1.10 0.04
C -1.67 2.77 -4.09 0.49
O -2.73 3.35 -3.52 -0.52
H -5.97 7.44 -6.33 0.22
H -5.55 5.96 -5.23 0.21
H -6.66 5.63 -6.72 0.22
H -3.80 6.97 -7.34 0.21
H -4.64 5.42 -8.22 0.21
H -4.12 4.11 -5.81 0.22
H -3.08 5.65 -5.29 0.22
H -2.12 4.65 -8.02 0.21
H -1.12 4.72 -6.40 0.21
H -3.15 2.44 -6.98 0.39
H -0.70 0.37 -6.85 0.27
H 1.35 0.98 -2.62 0.26
H 0.56 4.61 -2.62 0.26
H 1.16 3.18 -1.50 0.28
F 0.76 0.43 4.85 -0.32
C 1.65 -0.56 4.57 0.52
F 2.88 -0.06 4.87 -0.33
C 1.59 -0.99 3.11 0.60
F 1.94 0.03 2.27 -0.31
F 2.53 -1.97 2.91 -0.34
C 0.24 -1.57 2.66 -0.14
O -0.64 -0.67 1.98 -0.51
C -1.45 0.14 2.83 0.85
F -1.35 -0.30 4.11 -0.32
F -2.74 -0.10 2.46 -0.32
C -1.15 1.64 2.69 0.48
F 0.15 1.92 2.99 -0.32
F -1.91 2.38 3.54 -0.32
H 1.46 -1.40 5.24 0.15
H 0.47 -2.33 1.90 0.23
H -0.27 -2.12 3.46 0.21
H -1.34 1.98 1.67 0.19
F 4.29 -5.84 6.83 -0.32
C 4.33 -7.19 6.79 0.52
F 5.56 -7.54 7.25 -0.32
C 4.11 -7.74 5.38 0.59
F 5.10 -7.35 4.54 -0.31
F 4.20 -9.11 5.44 -0.33
C 2.75 -7.40 4.76 -0.14
O 2.73 -6.29 3.87 -0.50
C 2.58 -5.01 4.49 0.85
F 2.28 -5.18 5.80 -0.32
F 1.48 -4.45 3.92 -0.33
C 3.79 -4.10 4.27 0.50
F 4.93 -4.66 4.76 -0.32
F 3.64 -2.91 4.91 -0.32
H 3.59 -7.58 7.49 0.14
H 2.48 -8.26 4.13 0.23
H 1.95 -7.35 5.51 0.21
H 3.95 -3.90 3.21 0.17
```

Properties
* F_max: 0.184 Eh/bohr
* E_LUMO: -1.9 eV
* HOMO energy: -9.49 eV
* M: 764.29 g mol⁻¹
* SMILES: CCCCNC1=CC(=O)C=C(CC(=O)Br)C1=O.FC(F)C(F)(F)COC(F)(F)C(F)F.FC(F)C(F)(F)COC(F)(F)C(F)F
* gap between HOMO and LUMO: 7.61 eV

Density functional theory data (the ωB97M-V functional and the def2-TZVPD basis) for a molecular structure, C22H22BrNO4PSSe2W.

XYZ file:
```
55
Properties=species:S:1:pos:R:3:nbo_charge:R:1
W -2.59 0.03 -1.16 1.06
C 0.60 -5.25 2.48 -0.63
C 0.40 -4.33 1.31 0.01
C 0.32 -4.86 0.02 -0.22
C 0.10 -4.04 -1.07 -0.18
C -0.04 -2.67 -0.88 -0.29
C 0.06 -2.12 0.39 -0.17
C 0.30 -2.96 1.47 -0.21
S -0.45 -1.62 -2.24 2.32
O -0.27 -0.24 -1.75 -0.94
O 0.30 -2.09 -3.37 -0.92
N -2.02 -1.56 -2.47 -0.93
C -2.76 -2.81 -2.33 -0.37
C -3.11 -2.95 -0.84 0.78
O -3.54 -3.98 -0.37 -0.64
O -2.90 -1.84 -0.18 -0.77
H -0.24 -5.95 2.56 0.22
H 0.66 -4.68 3.42 0.21
H 1.51 -5.83 2.38 0.21
H 0.40 -5.93 -0.13 0.21
H 0.04 -4.46 -2.07 0.23
H -0.05 -1.06 0.53 0.25
H 0.36 -2.53 2.47 0.21
H -2.20 -3.68 -2.67 0.21
H -3.68 -2.75 -2.90 0.25
Se -1.22 1.63 0.37 -0.22
P 0.53 2.33 -0.89 0.66
Se -2.85 2.21 -2.20 -0.11
C 1.99 1.61 -0.02 -0.25
C 3.10 1.33 -0.81 -0.22
C 4.25 0.79 -0.26 -0.22
C 4.31 0.51 1.10 -0.22
C 3.21 0.78 1.90 -0.21
C 2.06 1.33 1.34 -0.24
C 0.60 4.06 -0.24 -0.24
C 1.60 4.58 0.57 -0.26
C 1.59 5.92 0.95 -0.22
C 0.57 6.76 0.52 -0.23
C -0.43 6.25 -0.30 -0.20
C -0.41 4.92 -0.68 -0.24
H 3.05 1.52 -1.88 0.22
H 5.10 0.57 -0.90 0.21
H 5.20 0.08 1.53 0.21
H 3.24 0.56 2.96 0.21
H 1.20 1.53 1.97 0.23
H 2.40 3.94 0.92 0.22
H 2.37 6.30 1.59 0.20
H 0.56 7.80 0.82 0.20
H -1.23 6.90 -0.65 0.21
H -1.19 4.53 -1.32 0.23
Br -4.90 -0.30 -2.26 -0.33
C -3.82 0.39 0.60 -0.95
H -4.66 -0.30 0.56 0.23
H -4.18 1.42 0.60 0.22
H -3.25 0.20 1.51 0.21
```

Properties
* F_max: 0.015 Eh/bohr
* E_LUMO (alpha / beta): 2.2 / 1.4 eV
* energy relative to the best compared isomer or geometry (same formula, charge and spin): 19.8 kcal/mol
* charge: -1
* HOMO energy (alpha / beta): -4.82 / -5.21 eV
* M: 849.13 g mol⁻¹
* 2S+1: 3
* gap between HOMO and LUMO (alpha / beta): 6.98 / 6.60 eV

Density functional theory data (the ωB97M-V functional and the def2-TZVPD basis) for 4 unconnected molecules or ions with the total composition C22H22ClF9N2O15PS.

XYZ file:
```
73
Properties=species:S:1:pos:R:3:mulliken_charge:R:1
C -3.31 -2.82 6.79 0.05
C -3.22 -1.82 6.16 -0.49
N -3.06 -0.72 5.35 -0.03
C -1.92 -0.01 5.42 0.10
C -1.73 1.09 4.60 -0.27
N -0.52 1.81 4.63 -0.46
C -0.52 2.88 5.24 0.65
O -0.45 3.86 5.85 -0.36
C -2.75 1.42 3.69 0.89
C -2.44 2.57 2.78 -0.71
O -2.53 3.69 3.12 -0.41
O -2.04 2.25 1.47 -0.13
S -0.64 1.48 1.32 1.39
O -0.67 0.21 1.99 -0.58
O 0.42 2.36 1.62 -0.63
C -0.66 1.13 -0.50 0.46
F -0.46 2.27 -1.15 -0.26
F 0.42 0.37 -0.66 -0.26
C -1.92 0.34 -1.03 0.45
F -1.48 -0.76 -1.62 -0.27
F -2.70 -0.02 0.00 -0.19
C -2.79 1.15 -2.02 0.69
F -3.03 2.37 -1.54 -0.23
F -2.13 1.24 -3.17 -0.33
C -4.18 0.46 -2.32 0.61
F -4.54 0.79 -3.54 -0.26
F -5.10 0.91 -1.49 -0.22
F -4.10 -0.85 -2.25 -0.25
C -3.94 0.69 3.63 0.75
P -5.42 1.10 2.57 -0.06
O -4.74 1.81 1.29 -0.28
Cl -5.70 -0.78 1.85 -0.20
C -4.05 -0.40 4.49 -0.09
H -3.38 -3.75 7.30 0.46
H -1.15 -0.31 6.12 0.59
H -4.97 2.76 1.30 0.35
H -4.93 -1.01 4.48 0.47
C 1.25 2.07 -3.71 -0.43
O 1.83 1.72 -4.96 -0.25
C 1.28 2.37 -6.00 0.66
O 0.38 3.17 -5.92 -0.58
O 1.88 1.97 -7.11 -0.23
C 1.38 2.59 -8.31 -0.69
H 1.78 1.48 -2.96 0.33
H 1.39 3.13 -3.50 0.34
H 0.20 1.83 -3.69 0.00
H 1.52 3.67 -8.27 0.30
H 0.33 2.35 -8.45 0.30
H 1.97 2.17 -9.12 0.22
C 2.38 -4.11 7.92 -0.62
O 3.06 -3.47 6.82 -0.34
C 2.36 -2.53 6.20 0.80
O 1.23 -2.18 6.48 -0.56
O 3.10 -2.03 5.22 -0.32
C 2.44 -1.02 4.46 -0.52
H 3.08 -4.84 8.31 0.22
H 2.14 -3.38 8.69 0.29
H 1.48 -4.61 7.57 0.29
H 2.18 -0.17 5.11 0.27
H 1.54 -1.41 3.99 0.24
H 3.14 -0.68 3.70 0.26
C 4.31 0.12 -5.91 -0.55
O 4.79 -1.06 -6.59 -0.35
C 4.39 -2.20 -6.05 0.78
O 3.69 -2.31 -5.07 -0.56
O 4.89 -3.20 -6.77 -0.32
C 4.53 -4.50 -6.29 -0.63
H 4.71 0.97 -6.46 0.28
H 3.24 0.15 -5.92 0.29
H 4.69 0.13 -4.89 0.30
H 3.45 -4.64 -6.31 0.29
H 4.91 -4.66 -5.28 0.29
H 5.00 -5.21 -6.97 0.22
```

Properties
* F_max: 0.023 Eh/bohr
* E_LUMO: -5.3 eV
* charge: +1
* HOMO energy: -11.87 eV
* M: 823.89 g mol⁻¹
* gap between HOMO and LUMO: 6.62 eV

Q: What is the formula in the third record?
A: C22H22BrNO4PSSe2W

Q: Look up the F_max of the third one.
A: 0.015 Eh/bohr

What did the fourth record say?
Density functional theory data (the ωB97M-V functional and the def2-TZVPD basis) for 4 unconnected molecules or ions with the total composition C22H22ClF9N2O15PS.

XYZ file:
```
73
Properties=species:S:1:pos:R:3:mulliken_charge:R:1
C -3.31 -2.82 6.79 0.05
C -3.22 -1.82 6.16 -0.49
N -3.06 -0.72 5.35 -0.03
C -1.92 -0.01 5.42 0.10
C -1.73 1.09 4.60 -0.27
N -0.52 1.81 4.63 -0.46
C -0.52 2.88 5.24 0.65
O -0.45 3.86 5.85 -0.36
C -2.75 1.42 3.69 0.89
C -2.44 2.57 2.78 -0.71
O -2.53 3.69 3.12 -0.41
O -2.04 2.25 1.47 -0.13
S -0.64 1.48 1.32 1.39
O -0.67 0.21 1.99 -0.58
O 0.42 2.36 1.62 -0.63
C -0.66 1.13 -0.50 0.46
F -0.46 2.27 -1.15 -0.26
F 0.42 0.37 -0.66 -0.26
C -1.92 0.34 -1.03 0.45
F -1.48 -0.76 -1.62 -0.27
F -2.70 -0.02 0.00 -0.19
C -2.79 1.15 -2.02 0.69
F -3.03 2.37 -1.54 -0.23
F -2.13 1.24 -3.17 -0.33
C -4.18 0.46 -2.32 0.61
F -4.54 0.79 -3.54 -0.26
F -5.10 0.91 -1.49 -0.22
F -4.10 -0.85 -2.25 -0.25
C -3.94 0.69 3.63 0.75
P -5.42 1.10 2.57 -0.06
O -4.74 1.81 1.29 -0.28
Cl -5.70 -0.78 1.85 -0.20
C -4.05 -0.40 4.49 -0.09
H -3.38 -3.75 7.30 0.46
H -1.15 -0.31 6.12 0.59
H -4.97 2.76 1.30 0.35
H -4.93 -1.01 4.48 0.47
C 1.25 2.07 -3.71 -0.43
O 1.83 1.72 -4.96 -0.25
C 1.28 2.37 -6.00 0.66
O 0.38 3.17 -5.92 -0.58
O 1.88 1.97 -7.11 -0.23
C 1.38 2.59 -8.31 -0.69
H 1.78 1.48 -2.96 0.33
H 1.39 3.13 -3.50 0.34
H 0.20 1.83 -3.69 0.00
H 1.52 3.67 -8.27 0.30
H 0.33 2.35 -8.45 0.30
H 1.97 2.17 -9.12 0.22
C 2.38 -4.11 7.92 -0.62
O 3.06 -3.47 6.82 -0.34
C 2.36 -2.53 6.20 0.80
O 1.23 -2.18 6.48 -0.56
O 3.10 -2.03 5.22 -0.32
C 2.44 -1.02 4.46 -0.52
H 3.08 -4.84 8.31 0.22
H 2.14 -3.38 8.69 0.29
H 1.48 -4.61 7.57 0.29
H 2.18 -0.17 5.11 0.27
H 1.54 -1.41 3.99 0.24
H 3.14 -0.68 3.70 0.26
C 4.31 0.12 -5.91 -0.55
O 4.79 -1.06 -6.59 -0.35
C 4.39 -2.20 -6.05 0.78
O 3.69 -2.31 -5.07 -0.56
O 4.89 -3.20 -6.77 -0.32
C 4.53 -4.50 -6.29 -0.63
H 4.71 0.97 -6.46 0.28
H 3.24 0.15 -5.92 0.29
H 4.69 0.13 -4.89 0.30
H 3.45 -4.64 -6.31 0.29
H 4.91 -4.66 -5.28 0.29
H 5.00 -5.21 -6.97 0.22
```

Properties
* F_max: 0.023 Eh/bohr
* E_LUMO: -5.3 eV
* charge: +1
* HOMO energy: -11.87 eV
* M: 823.89 g mol⁻¹
* gap between HOMO and LUMO: 6.62 eV

Q: Look up the F_max of the first one.
A: 0.059 Eh/bohr